C29H32N4O5S2 | the ωB97M-V functional and the def2-TZVPD basis

Energy ... -2515.92402 hartree
Relative energy (zero: lowest compared OMol25 entry of this formula, charge and spin) ... 0.0 kcal per mole

```
72
Properties=species:S:1:pos:R:3:nbo_charge:R:1
C 3.37 -2.38 -3.99 -0.633
C 1.88 -2.08 -3.98 -0.073
H 1.31 -2.86 -4.50 0.196
H 1.69 -1.11 -4.44 0.196
O 1.36 -2.07 -2.65 -0.499
C 1.44 -0.93 -1.97 0.810
O 1.97 0.08 -2.42 -0.668
C 0.83 -0.99 -0.65 -0.321
C 0.77 0.16 0.13 0.095
N 1.16 1.40 -0.25 -0.627
C 0.79 2.50 0.48 0.661
O 0.44 2.36 1.65 -0.647
C 0.85 3.78 -0.19 -0.216
C 0.65 4.06 -1.54 0.133
N 0.20 3.18 -2.48 -0.598
C -0.62 2.06 -2.38 0.162
C -0.60 1.15 -3.44 -0.231
C -1.31 -0.02 -3.36 -0.149
C -2.08 -0.32 -2.23 -0.194
C -2.17 0.63 -1.21 -0.176
C -1.45 1.81 -1.29 -0.213
H -1.53 2.53 -0.50 0.216
H -2.77 0.45 -0.34 0.228
C -2.74 -1.65 -2.17 0.594
O -2.44 -2.52 -2.98 -0.568
C -3.74 -1.89 -1.09 -0.746
H -4.33 -2.78 -1.33 0.236
H -3.22 -2.09 -0.15 0.287
H -4.40 -1.04 -0.96 0.218
H -1.28 -0.75 -4.16 0.238
H 0.00 1.36 -4.31 0.216
H 0.38 3.48 -3.43 0.418
S 0.91 5.65 -2.12 -0.201
N 0.97 4.94 0.62 -0.304
C 0.10 5.22 1.61 0.100
C 0.07 6.46 2.18 -0.296
C 0.90 7.47 1.68 -0.124
C 1.80 7.17 0.68 -0.261
C 1.82 5.88 0.13 0.117
H 2.69 5.53 -0.40 0.243
H 2.48 7.91 0.30 0.232
H 0.86 8.46 2.10 0.225
H -0.61 6.66 2.99 0.233
H -0.53 4.40 1.93 0.253
H 1.57 1.44 -1.19 0.464
S -0.03 -0.09 1.63 0.513
C -0.32 -1.76 1.20 -0.380
C 0.17 -2.09 -0.02 0.121
C 0.03 -3.45 -0.63 -0.660
H -0.52 -4.10 0.05 0.219
H -0.52 -3.38 -1.57 0.252
H 1.00 -3.88 -0.84 0.222
C -1.21 -2.59 2.06 0.660
O -2.36 -2.82 1.71 -0.640
N -0.69 -3.04 3.22 -0.428
C 0.69 -2.86 3.61 -0.213
C 1.60 -3.90 2.97 -0.615
H 1.59 -3.81 1.89 0.214
H 1.28 -4.91 3.23 0.205
H 2.62 -3.77 3.32 0.212
H 0.74 -2.93 4.69 0.200
H 1.02 -1.86 3.32 0.217
C -1.53 -3.84 4.09 -0.219
C -2.11 -3.00 5.23 -0.613
H -2.74 -3.62 5.86 0.213
H -1.32 -2.57 5.84 0.199
H -2.71 -2.19 4.82 0.217
H -2.35 -4.23 3.48 0.238
H -0.95 -4.67 4.49 0.190
H 3.56 -3.33 -3.49 0.210
H 3.73 -2.44 -5.01 0.216
H 3.91 -1.60 -3.47 0.221
```